Density functional theory data (ωB97M-V/def2-TZVPD) for a 7-piece molecular cluster, C33H58BClN10O4PS overall.

- spin multiplicity = 1
- calculated total energy (eV) = -91564.011
- net charge = +1
- E_HOMO (eV) = -12.17
- frontier orbital gap (eV) = 8.425

Last column: Löwdin charge in e.
Atoms and positions in Å:
C 5.78755 3.92540 -1.19769  0.06
C 4.98817 3.44568 -0.25210  -0.08
C 4.02706 2.37640 0.51809  -0.12
N 2.62670 2.35039 -0.01209  -0.07
C 1.49922 2.45938 1.00174  0.00
B 1.08250 0.88615 1.34791  -0.44
O -0.27999 0.44107 1.55704  0.08
O 2.15351 -0.12101 1.40960  0.06
C 2.27325 2.19183 -1.29628  -0.17
N 3.18182 2.03082 -2.45137  0.18
C 2.34190 1.91160 -3.64378  -0.13
C 2.74236 1.73191 -5.19657  -0.14
C 4.26263 2.17738 -5.54681  -0.65
C 5.35176 0.97625 -5.28580  -0.12
Cl 4.71358 3.76022 -4.71213  0.55
N 0.91015 1.95010 -3.29466  -0.17
P -0.56583 1.80959 -4.25882  0.34
O -0.44638 0.73769 -5.58513  -0.21
O -0.88684 3.40286 -4.87764  -0.23
S -2.06034 1.33237 -3.11438  0.33
N 0.95107 2.13387 -1.92210  0.07
H 6.53776 4.23439 -2.02885  0.06
H 3.96766 2.75791 1.61708  0.14
H 4.52677 1.32517 0.58220  0.13
H 1.83584 2.94685 1.98750  0.14
H 0.57909 2.99878 0.53958  0.14
H -0.43712 -0.27855 0.87731  0.11
H 2.12939 -0.56717 0.51360  0.12
H 2.65473 0.60376 -5.43610  0.12
H 1.99862 2.26793 -5.92031  0.13
H 4.31937 2.38487 -6.69280  0.12
H 4.80820 -0.02521 -5.09617  0.08
H 6.04809 1.24485 -4.40497  0.08
H 6.01109 0.82010 -6.22205  0.09
H 0.06711 -0.08299 -5.36103  0.10
H 0.01480 3.72867 -5.16138  0.08
H 0.05962 2.22324 -1.40357  0.12
C -3.00713 6.53689 -5.65903  -0.11
C -3.32856 5.56865 -4.52523  -0.29
C -4.44788 6.07242 -3.61154  -0.18
C -4.04079 7.37696 -2.97608  -0.20
N -3.71720 8.41397 -2.47090  0.13
H -2.64300 7.49566 -5.27967  0.07
H -2.22417 6.12374 -6.30090  0.07
H -3.89082 6.72408 -6.27728  0.08
H -2.42000 5.39592 -3.93847  0.09
H -3.62305 4.60541 -4.95326  0.11
H -4.64980 5.33947 -2.82548  0.11
H -5.37025 6.22232 -4.18029  0.12
C -2.42165 -2.73628 2.06957  -0.11
C -3.33929 -3.37639 1.03435  -0.28
C -2.59464 -4.30360 0.07124  -0.19
C -1.55174 -3.52176 -0.68560  -0.20
N -0.72225 -2.89918 -1.28738  0.09
H -1.66648 -2.09805 1.60069  0.04
H -2.99955 -2.10711 2.75151  0.06
H -1.90810 -3.49913 2.66252  0.07
H -3.84507 -2.58434 0.47073  0.11
H -4.11485 -3.94772 1.55278  0.09
H -3.29617 -4.74741 -0.64090  0.12
H -2.10826 -5.11547 0.61874  0.07
C 7.77878 -1.14555 -3.41974  -0.11
C 7.45533 -2.10850 -2.28257  -0.26
C 6.33686 -1.59924 -1.37006  -0.18
C 6.74597 -0.29289 -0.73854  -0.19
N 7.07160 0.74520 -0.23464  0.15
H 8.14514 -0.18597 -3.04402  0.07
H 8.56053 -1.56274 -4.05984  0.08
H 6.89530 -0.95897 -4.03851  0.05
H 8.36343 -2.28099 -1.69524  0.12
H 7.15864 -3.07259 -2.70687  0.11
H 6.13417 -2.32937 -0.58152  0.12
H 5.41429 -1.44950 -1.93908  0.11
C -5.12833 -0.40928 6.55014  -0.11
C -5.65637 -0.02392 5.17215  -0.28
C -6.57442 -1.08840 4.56710  -0.19
C -5.81852 -2.38203 4.40465  -0.19
N -5.21557 -3.40965 4.27555  0.14
H -4.51322 -1.31251 6.50857  0.07
H -4.50229 0.39069 6.95431  0.03
H -5.95147 -0.58469 7.25027  0.08
H -4.80656 0.15619 4.50431  0.10
H -6.20707 0.91844 5.25330  0.11
H -6.93654 -0.76053 3.58861  0.11
H -7.44272 -1.25807 5.21048  0.12
C -0.40503 -8.74443 1.30434  -0.11
C -1.42666 -9.35943 2.25527  -0.27
C -2.82043 -8.74413 2.11077  -0.18
C -2.76316 -7.26978 2.41785  -0.15
N -2.71716 -6.09724 2.66190  0.17
H -0.25825 -7.67920 1.50396  0.07
H 0.56572 -9.23302 1.42221  0.07
H -0.72016 -8.85969 0.26217  0.08
H -1.07186 -9.23699 3.28421  0.11
H -1.48946 -10.43475 2.06252  0.11
H -3.51754 -9.22625 2.80169  0.12
H -3.19911 -8.88453 1.09405  0.12
C -1.79925 2.32023 4.61277  -0.11
C -0.73280 2.86486 5.55789  -0.27
C -0.29656 1.84630 6.61341  -0.18
C -1.47770 1.45084 7.46147  -0.18
N -2.41713 1.13667 8.13512  0.14
H -2.71890 2.06514 5.14664  0.06
H -2.05860 3.06995 3.86022  0.07
H -1.44271 1.42482 4.09296  0.07
H -1.11960 3.76467 6.04808  0.12
H 0.14067 3.16809 4.97168  0.10
H 0.47602 2.27809 7.25567  0.12
H 0.11852 0.95304 6.13721  0.12